Formula: C38H57AsClN9O4PS3Tc
Source: the Open Molecules 2025 dataset
Level of theory: ωB97M-V/def2-TZVPD

Calculated values
E_LUMO (spin up / spin down) (eV): -8.2 / -8.7
Gap between HOMO and LUMO (spin up / spin down) (eV): 6.249 / 5.941
M (Da): 1039.5
Total charge: +3
HOMO level (spin up / spin down) (Eh): -0.533 / -0.537
Expectation value of S²: 3.77
Spin multiplicity: 4

Element x y z (Å)
1 Tc -0.2534 -0.3148 0.0734
2 S -0.7204 2.1538 -0.5375
3 C -0.6694 3.8416 0.0721
4 N 0.1513 4.8928 -0.0356
5 C -0.5710 6.1633 -0.0779
6 C -1.5999 6.2679 1.0512
7 N -2.4896 5.1234 1.0116
8 C -3.7071 5.1255 1.7852
9 C -4.8708 5.8674 1.1670
10 C -5.1712 5.7457 -0.1851
11 C -6.2945 6.3681 -0.7002
12 C -7.1264 7.1049 0.1307
13 C -6.8327 7.2191 1.4810
14 C -5.7013 6.6133 1.9964
15 C -2.0024 4.0196 0.4529
16 S -2.8008 2.5381 0.0872
17 C 1.5910 4.9344 0.1084
18 C 1.9420 5.7866 1.3048
19 C 1.7364 5.2996 2.5900
20 C 2.0086 6.0963 3.6886
21 C 2.4835 7.3856 3.5106
22 C 2.6892 7.8773 2.2323
23 C 2.4212 7.0791 1.1331
24 H -1.0924 6.2406 -1.0372
25 H 0.1408 6.9839 0.0036
26 H -2.1923 7.1776 0.9225
27 H -1.0913 6.3129 2.0219
28 H -3.4760 5.5590 2.7638
29 H -4.0001 4.0777 1.9262
30 H -4.5371 5.1488 -0.8272
31 H -6.5238 6.2772 -1.7497
32 H -8.0051 7.5820 -0.2727
33 H -7.4807 7.7863 2.1296
34 H -5.4787 6.6941 3.0509
35 H 2.0297 5.3699 -0.7945
36 H 1.9649 3.9208 0.2327
37 H 1.3662 4.2934 2.7299
38 H 1.8483 5.7157 4.6859
39 H 2.6889 8.0086 4.3663
40 H 3.0536 8.8827 2.0914
41 H 2.6013 7.4590 0.1384
42 C -2.1722 -4.6716 -0.8081
43 As -0.5685 -4.1761 0.1828
44 C -0.9841 -3.9834 2.0820
45 C 0.6682 -5.6590 -0.0396
46 S 0.4809 -2.4783 -0.6253
47 H -2.6893 -5.4725 -0.2752
48 H -1.8677 -5.0324 -1.7939
49 H -2.8301 -3.8095 -0.9158
50 H -1.8070 -4.6490 2.3379
51 H -1.2586 -2.9475 2.2815
52 H -0.1029 -4.2638 2.6606
53 H 0.2403 -6.6009 0.3043
54 H 1.5953 -5.4615 0.5002
55 H 0.8996 -5.7360 -1.1050
56 N 1.9919 -2.2722 4.7779
57 C 1.3450 -1.1658 5.1608
58 N 1.3297 -0.8167 6.4380
59 N 0.6622 -0.4067 4.3129
60 C 0.4514 -0.4767 3.0827
61 N 0.0917 -0.3600 1.9667
62 H 2.6492 -2.7010 5.4139
63 H 2.1532 -2.4395 3.7967
64 H 1.8453 -1.3343 7.1301
65 H 0.8107 -0.0051 6.7317
66 C 4.4268 -1.2878 0.2940
67 C 4.3407 -0.4704 1.5487
68 C 4.5160 -1.1333 2.7609
69 C 4.5439 -0.4673 3.9753
70 Cl 4.8766 -1.3403 5.4320
71 C 4.3567 0.9075 4.0215
72 C 4.1570 1.5772 2.8376
73 C 4.1462 0.9209 1.5982
74 O 4.0134 1.8212 0.5792
75 C 3.6034 1.5309 -0.7326
76 C 2.0842 1.2915 -0.6803
77 O 1.3323 2.2446 -0.9688
78 O 1.6998 0.1849 -0.2413
79 H 4.6109 -2.3295 0.5406
80 H 5.2586 -0.9572 -0.3254
81 H 3.5020 -1.2362 -0.2777
82 H 4.6863 -2.1991 2.7431
83 H 4.3874 1.4428 4.9562
84 H 4.0496 2.6510 2.8184
85 H 4.1246 0.6832 -1.1781
86 H 3.8045 2.4418 -1.3008
87 C -5.7734 -2.2587 -0.9256
88 N -4.5884 -2.0605 -0.1063
89 C -4.5829 -2.8542 1.1144
90 P -3.7732 -0.5985 0.0178
91 O -2.3031 -0.9305 0.1409
92 N -3.9766 0.3139 -1.3634
93 C -3.4313 -0.2363 -2.5960
94 C -5.0882 1.2229 -1.5788
95 N -4.2878 0.1774 1.3898
96 C -5.6983 0.4095 1.6339
97 C -3.3997 0.6165 2.4460
98 H -5.7039 -3.2268 -1.4250
99 H -5.8396 -1.4830 -1.6834
100 H -6.6901 -2.2491 -0.3298
101 H -4.6829 -3.9098 0.8588
102 H -5.4042 -2.5888 1.7866
103 H -3.6369 -2.6863 1.6294
104 H -2.7268 -1.0333 -2.3527
105 H -2.9078 0.5483 -3.1493
106 H -4.2150 -0.6417 -3.2427
107 H -5.4424 1.5998 -0.6255
108 H -5.9190 0.7504 -2.1094
109 H -4.7289 2.0620 -2.1767
110 H -5.9709 0.0540 2.6302
111 H -6.2953 -0.1312 0.9003
112 H -5.9403 1.4758 1.5758
113 H -2.3670 0.4665 2.1310
114 H -3.5836 0.0430 3.3597
115 H -3.5547 1.6750 2.6691

***

Formula: C2H5OSm
Source: the Open Molecules 2025 dataset
Level of theory: ωB97M-V/def2-TZVPD

Calculated values
E_LUMO (spin up / spin down) (eV): -0.6 / -0.9
Gap between HOMO and LUMO (spin up / spin down) (eV): 5.865 / 6.117
M (Da): 195.4
HOMO level (spin up / spin down) (Eh): -0.238 / -0.256
Expectation value of S²: 15.76
Spin multiplicity: 8

Element x y z (Å)
1 C 0.5116 -0.4258 0.2106
2 C 0.2510 0.9528 0.8367
3 H 1.5925 -0.5185 -0.0089
4 H 0.3228 -1.2094 0.9690
5 H 0.8601 1.1356 1.7408
6 H -0.8024 1.0759 1.1347
7 Sm -0.7091 -1.1522 -1.8893
8 O -2.5016 -1.6304 -3.1286
9 H 0.4751 1.7720 0.1351